No. 1
58
Properties=species:S:1:pos:R:3:forces:R:3 method="wB97M-V/def2-TZVPD" orbital_gap_ev=8.6977 total_charge=+3 e_homo_ev=-19.001 relative_energy_kcal_mol=0.0
Ru -0.373963 0.031943 0.658141 0.1 0.2 0.3
N -2.711133 1.626661 3.003421 0.0 0.0 0.0
N -2.915398 0.502776 3.810599 0.0 0.0 0.0
C -2.332347 -0.676410 3.589316 0.0 0.0 0.2
N -2.653096 -1.679160 4.382599 -0.1 0.0 0.0
N -1.424936 -0.752514 2.558520 -0.2 0.0 -0.3
N -0.819016 -1.931597 2.347191 0.0 0.1 0.4
O -0.085021 -1.871887 1.303548 0.4 0.0 -0.3
O -0.868776 -2.915714 3.009187 0.0 -0.2 -0.1
H -2.287424 2.353321 3.575274 0.0 0.0 0.0
H -3.622999 1.971784 2.715211 0.0 0.0 0.0
H -3.527027 0.584393 4.613965 0.0 0.0 0.0
H -3.364892 -1.564319 5.090923 0.0 0.0 0.0
H -2.190467 -2.573523 4.321552 0.0 0.0 0.0
C 0.346682 -3.425610 -1.637721 0.0 0.0 0.0
C 1.492140 -2.592121 -1.094210 0.0 0.0 0.1
As 1.366156 -0.636687 -1.061494 0.0 0.0 -0.1
C 3.242628 -0.343473 -0.507749 0.0 0.0 0.0
C 4.202918 -0.293583 -1.692380 0.0 0.0 0.0
C 1.187659 -0.102339 -2.925149 0.0 -0.1 0.0
C 0.764003 1.335856 -3.181502 0.0 0.0 0.0
H 0.623618 -4.477136 -1.558156 0.0 0.0 0.0
H 0.159401 -3.238343 -2.695371 0.0 0.0 0.0
H -0.573159 -3.295358 -1.067422 0.0 0.0 0.0
H 2.394342 -2.728860 -1.697260 0.0 0.0 0.0
H 1.744384 -2.878367 -0.072480 0.0 0.0 0.0
H 3.451346 -1.204938 0.130338 0.0 0.0 0.0
H 3.367955 0.540434 0.113859 -0.1 0.0 0.0
H 4.124305 -1.174114 -2.330291 0.0 0.0 0.0
H 5.225663 -0.260801 -1.317697 0.0 0.0 0.0
H 4.050224 0.591582 -2.311196 0.0 0.0 0.0
H 0.487014 -0.816382 -3.356522 0.0 0.0 0.0
H 2.154971 -0.320770 -3.377712 0.0 0.0 0.0
H -0.086692 1.635187 -2.561083 0.0 0.0 0.0
H 0.464622 1.450621 -4.223065 0.0 0.0 0.0
H 1.581241 2.033704 -3.008936 0.0 0.0 0.0
C -2.066110 -0.911134 -2.333229 -0.1 0.2 0.0
S -2.192241 -0.752107 -0.543537 -0.1 -0.2 -0.1
C -3.495695 0.492181 -0.493485 0.0 0.0 -0.1
H -1.850188 0.050819 -2.794103 0.0 0.0 0.0
H -3.039515 -1.275638 -2.662653 0.0 0.0 0.0
H -1.318239 -1.655613 -2.574015 0.0 0.0 0.0
H -4.382118 0.021165 -0.917662 0.0 0.0 0.0
H -3.226700 1.369484 -1.078297 0.0 0.0 0.0
H -3.695536 0.760356 0.539503 0.0 0.0 0.1
C -0.712376 2.469700 0.367987 -0.4 0.0 0.0
Si 1.044905 1.878653 0.472361 -0.1 0.1 -0.2
C 1.439900 1.134078 2.151704 0.0 -0.3 0.0
C 2.203813 2.932676 -0.463963 0.2 0.0 0.1
H -0.858610 3.001560 -0.572262 0.1 0.0 0.0
H -0.912158 3.125827 1.219741 0.1 0.0 0.0
H -1.578512 1.780251 0.437945 0.1 -0.2 0.0
H 2.115841 1.864025 2.617231 0.0 0.0 0.0
H 2.001840 0.197008 2.126318 0.1 0.1 0.1
H 0.595918 1.043552 2.839285 0.1 0.0 0.1
H 2.598805 3.663437 0.254106 0.0 0.0 0.0
H 1.672559 3.484243 -1.238644 0.0 0.0 0.0
H 3.059494 2.421221 -0.900576 0.0 0.0 0.0

---

No. 2
54
Properties=species:S:1:pos:R:3:forces:R:3 method="wB97M-V/def2-TZVPD" orbital_gap_ev="10.2419 / 5.3606" total_charge=+1 e_homo_ev="-12.758 / -12.758" multiplicity=2 relative_energy_kcal_mol=0.0
O -10.717718 -15.193900 5.840872 -0.4 -0.4 0.7
H -11.167489 -14.371639 5.646401 -0.1 0.2 0.0
H -9.895064 -15.138265 5.354682 0.2 0.2 -0.3
O -8.487337 -12.770889 2.218352 0.6 0.2 0.5
H -8.995126 -13.455931 1.783484 -0.5 -0.2 -0.5
H -8.850420 -11.952095 1.880729 0.0 0.2 0.0
O -9.120320 -15.155332 3.724971 0.2 -0.3 0.0
H -8.949869 -16.051490 3.435000 -0.1 -0.3 -0.1
H -8.526507 -14.616800 3.201897 0.2 0.6 0.0
O -9.651322 -14.650557 0.718643 0.0 -0.4 -0.1
H -9.224951 -14.758421 -0.131538 0.2 0.1 -0.3
H -10.523770 -15.025684 0.598887 -0.4 -0.1 0.1
C -5.278308 -18.344987 1.382469 -0.5 1.4 0.8
C -6.140987 -19.407809 2.131900 1.7 -2.6 -1.1
C -5.184090 -20.412460 2.776663 1.0 -0.5 1.6
C -4.424471 -19.876965 4.035896 0.1 0.0 -0.7
C -5.395379 -19.262184 4.993226 -0.8 -1.5 0.5
C -6.433899 -18.352194 4.391220 1.0 1.2 2.5
N -7.038380 -18.925520 3.207940 2.9 2.9 -0.7
O -8.027439 -18.116370 2.765635 -0.1 -1.0 0.1
C -7.426206 -18.033760 5.525498 -1.9 -1.4 -0.6
C -5.710137 -17.007102 4.113589 0.7 0.7 -1.4
C -6.903020 -20.183238 1.026199 -0.7 0.8 0.4
H -4.897284 -18.770908 0.454292 -0.3 -0.1 0.1
H -4.433592 -17.905753 1.913161 0.1 -0.7 0.3
H -5.880160 -17.452090 1.213342 -0.3 -0.2 -0.7
H -5.674760 -21.318488 3.132260 -0.8 0.1 0.1
H -4.532631 -20.877279 2.036629 0.3 0.7 -0.2
H -3.646182 -19.139490 3.839689 0.2 -0.2 -0.5
H -3.987770 -20.705425 4.593609 0.4 0.0 -0.4
H -4.903730 -18.794488 5.846237 -0.1 0.3 -0.2
H -5.957697 -20.091495 5.422352 -0.1 -0.2 0.3
H -7.869990 -19.002089 5.756800 -0.1 -0.2 0.5
H -7.036511 -17.642864 6.465414 0.6 0.0 -0.5
H -8.300178 -17.447680 5.241281 0.3 0.5 -0.2
H -4.649748 -17.159683 3.912609 0.0 -0.2 0.2
H -6.038080 -16.496361 3.208224 -0.5 0.2 0.3
H -5.784909 -16.352391 4.981851 -0.3 -0.1 -0.2
H -7.346058 -19.442028 0.361039 -0.6 -0.2 0.1
H -7.609737 -20.857625 1.509782 -0.4 0.1 -0.3
H -6.303060 -20.807908 0.364443 0.6 0.2 0.5
H -8.688262 -18.803342 2.879550 -2.6 0.3 -0.7
C -12.391195 -17.357657 3.480070 0.5 0.1 1.3
C -11.728654 -18.675141 3.896440 -1.1 1.1 0.8
C -12.700672 -19.644684 4.480461 -0.6 -2.0 -0.6
O -11.028656 -19.175148 2.783626 0.8 -0.6 -1.0
H -13.074386 -17.384003 2.631161 0.7 -0.4 -0.4
H -11.585591 -16.624467 3.440846 -0.4 0.4 -0.6
H -13.064035 -17.025696 4.270757 0.3 0.0 0.4
H -10.981468 -18.593655 4.685859 0.1 1.0 0.3
H -13.091051 -19.487396 5.485925 0.4 0.5 -0.1
H -12.161937 -20.592235 4.480756 0.1 -0.4 0.5
H -13.560467 -19.897703 3.860107 -0.1 0.5 -0.3
H -10.850845 -20.102155 2.958639 -0.1 -0.3 -0.2

---

No. 3
72
Properties=species:S:1:pos:R:3:forces:R:3 method="wB97M-V/def2-TZVPD" orbital_gap_ev=10.6191 total_charge=-1 e_homo_ev=-8.364 relative_energy_kcal_mol=14.4
B -0.204306 -0.899354 1.155685 0.6 -0.2 0.7
F -0.831624 -0.769612 2.441987 0.1 0.2 -1.0
F -0.373664 -2.248439 0.721392 0.1 0.9 -0.2
F -0.786078 0.038345 0.224600 0.3 -0.9 0.5
F 1.180024 -0.596594 1.287818 -1.0 -0.2 -0.4
O 2.155018 3.335380 -1.993940 0.2 0.6 0.8
S 1.078325 3.217196 -2.917028 -0.4 -1.9 -0.2
O 0.445479 4.336793 -3.498839 -0.3 1.1 -0.4
O 1.635504 2.306182 -4.115115 0.0 0.7 0.0
C 2.813206 1.566027 -3.817184 1.1 -1.0 0.2
C 2.971247 0.532465 -4.913896 -0.6 0.0 0.1
C -0.181146 2.086319 -2.367198 0.3 1.1 -0.3
H 2.731774 1.042948 -2.855301 -0.3 0.1 -0.1
H 3.696325 2.200771 -3.696332 -0.3 0.2 -0.3
H 2.923640 0.991337 -5.900750 0.1 0.0 0.0
H 2.121449 -0.148842 -4.808373 0.1 -0.1 -0.3
H 3.877811 -0.058235 -4.817884 0.1 0.1 0.1
H 0.330473 1.206910 -2.008038 -0.3 -0.3 0.2
H -0.767699 1.930492 -3.266080 0.0 -0.4 0.0
H -0.822343 2.588837 -1.647934 0.2 -0.2 0.4
O -3.449254 -1.632224 -1.398852 -0.2 0.3 -0.6
S -4.198669 -1.540111 -0.192350 0.2 -1.3 1.4
O -4.664203 -0.295404 0.326208 -0.2 0.3 -0.2
O -5.442168 -2.522121 -0.367518 0.1 0.0 0.3
C -6.422387 -2.531589 0.715557 -0.8 -0.5 -1.0
C -7.072270 -3.921801 0.740205 -0.3 0.7 0.9
C -3.309423 -2.423080 1.067278 0.3 0.9 0.5
H -7.131468 -1.765774 0.396111 -0.2 -0.1 0.4
H -6.066685 -2.271070 1.715655 0.6 0.1 -0.4
H -7.654120 -4.121867 -0.155151 0.2 -0.1 -0.1
H -7.763830 -3.918836 1.598326 0.0 0.0 -0.3
H -6.367334 -4.721402 0.960532 0.2 0.1 -0.3
H -2.888070 -1.704528 1.778357 0.1 0.1 -0.3
H -2.481099 -2.927269 0.586409 -0.1 -0.4 0.1
H -3.978535 -3.030399 1.666575 -0.1 -0.4 -0.3
O 3.521947 1.527472 2.706081 0.6 -0.3 -0.3
S 2.209218 1.736503 3.227205 0.1 1.8 -1.2
O 1.529921 0.714906 3.896047 -0.8 -0.8 1.3
O 2.306478 3.020765 4.186567 -0.3 -0.8 0.4
C 3.190181 4.061048 3.766016 -0.4 0.4 -0.7
C 4.494512 3.976657 4.476488 0.9 0.0 0.1
C 1.190619 2.432417 1.932619 0.4 -0.5 0.8
H 2.626088 4.969201 3.976224 0.2 0.2 0.1
H 3.343399 4.025385 2.683389 0.0 -0.1 0.1
H 4.339012 4.009699 5.552400 0.2 0.1 0.1
H 5.174191 4.768514 4.146427 -0.3 0.3 0.2
H 5.037030 3.067908 4.210964 -0.3 -0.2 0.1
H 0.710381 1.554388 1.510593 0.0 0.2 -0.5
H 1.889248 2.949418 1.291254 -0.1 0.0 -0.5
H 0.488118 3.128964 2.377361 -0.1 -0.1 0.1
O 3.892030 -1.450481 1.807755 0.5 0.1 -0.2
H 4.058645 -0.502492 1.681338 -0.2 -0.3 0.2
H 4.597081 -1.899265 1.323872 -0.1 0.2 0.1
O -2.118797 0.141727 5.120854 0.2 0.2 -0.1
H -1.401388 -0.292856 5.597083 -0.1 0.1 -0.2
H -1.701764 0.432895 4.293269 -0.1 -0.3 0.2
O -1.233360 -0.901038 -3.172618 -0.4 0.3 0.4
H -1.889733 -1.167289 -3.826912 0.0 0.0 0.2
H -1.760038 -0.725182 -2.360593 0.4 -0.3 -0.6
O -2.779773 1.822954 0.845178 0.0 0.5 0.1
H -1.873804 1.934462 1.152629 -0.1 -0.2 -0.1
H -2.843926 0.881754 0.655861 0.0 0.1 0.0
C 0.942311 -3.154462 -2.361218 -1.6 0.1 -1.8
C 1.700347 -1.847722 -2.105786 -0.9 -1.3 0.1
O 3.004530 -2.167526 -2.611616 0.4 0.6 0.1
C 3.020569 -3.333438 -3.282651 -0.5 -0.1 -0.7
O 3.943092 -3.754289 -3.922692 -0.2 0.3 0.5
O 1.808688 -3.930421 -3.236813 0.7 0.0 1.3
H 0.084495 -3.036329 -3.033126 0.0 0.6 0.5
H 0.510901 -3.639653 -1.486296 1.0 -0.5 0.2
H 1.699702 -1.651304 -1.046403 0.5 0.2 0.4
H 1.185949 -1.034743 -2.615679 0.5 0.1 -0.3

---

No. 4
63
Properties=species:S:1:pos:R:3:forces:R:3 method="wB97M-V/def2-TZVPD" orbital_gap_ev=2.9768 total_charge=0 e_homo_ev=-6.246 relative_energy_kcal_mol=156.1
Ba 1.929230 0.702541 0.534730 0.1 -1.5 0.1
N 5.372376 -2.491905 2.854403 -0.5 -2.3 -2.3
O 4.715523 -3.164193 3.608881 -1.5 -0.9 2.9
O 6.277625 -2.995679 2.233782 2.9 -0.7 -0.5
O 4.981636 -1.396841 2.486911 -1.6 4.7 -0.4
N 2.271448 -4.572089 -1.107419 -1.2 -3.2 -0.4
O 1.159788 -5.135093 -1.140189 -0.9 -0.4 -0.3
O 3.278705 -5.185026 -1.390950 1.6 -0.9 -0.7
O 2.333388 -3.436222 -0.745077 0.3 5.3 1.4
C -0.463896 -4.231441 5.051410 -0.5 1.2 1.0
C -0.104277 -2.692523 5.129932 0.0 -1.5 -0.9
O 0.668146 -2.366071 3.959746 -0.5 0.8 0.3
H -1.125712 -4.491154 5.877634 -0.1 0.1 0.3
H 0.355229 -4.945296 5.138265 0.3 0.4 -0.4
H -1.078323 -4.411767 4.169334 0.4 0.0 -0.2
H 0.373583 -2.328250 6.039352 0.4 -0.5 0.1
H -1.030648 -2.118699 5.103990 -0.1 0.0 -0.4
H 1.580177 -2.633657 4.094624 0.3 -0.2 0.0
C -1.038979 -2.256363 -4.509746 0.7 -0.4 -0.6
C -1.314158 -0.779252 -4.267661 1.0 -1.0 -0.3
O -0.737589 -0.486776 -2.980664 -0.8 0.8 -0.3
H 0.012018 -2.472320 -4.701780 0.2 0.6 -0.4
H -1.588917 -2.632044 -5.372602 -0.2 -0.2 0.2
H -1.119083 -2.898230 -3.632417 -1.0 0.1 0.2
H -2.375998 -0.561369 -4.382118 -0.2 0.1 0.6
H -0.828801 -0.176293 -5.035105 0.3 0.1 0.2
H -1.279039 -1.047551 -2.420352 0.2 -0.1 0.6
C -1.646069 3.046224 4.445389 0.0 0.3 0.5
C -0.329995 3.881857 4.350863 -2.5 -0.5 0.0
O 0.598533 2.992811 3.866628 2.5 -1.3 -0.8
H -2.480960 3.619889 4.847862 0.0 0.1 -0.1
H -1.527595 2.159194 5.067684 0.5 0.4 0.7
H -1.984692 2.517223 3.554549 0.3 0.8 -0.7
H 0.009959 4.231213 5.325783 -0.5 0.2 0.2
H -0.363000 4.709712 3.642591 -0.6 0.4 0.2
H 1.427838 3.375455 4.162327 0.5 -0.5 -0.2
C -4.516137 -0.378119 0.179043 1.4 0.6 0.2
C -3.565348 -1.485823 0.578350 0.2 -2.5 0.5
O -2.197157 -1.080767 0.854674 -0.6 1.0 -0.2
H -4.394515 -0.184806 -0.886767 -0.3 0.2 0.0
H -4.138353 0.481150 0.733150 0.0 0.4 -0.2
H -5.563461 -0.428775 0.476778 0.2 -0.7 -0.2
H -3.475929 -2.333988 -0.100391 -0.2 0.5 -1.1
H -3.923582 -2.110554 1.396562 -0.3 0.8 0.9
H -1.767966 -1.800855 1.322518 -0.1 -0.2 0.0
C 4.063920 0.671013 -6.170250 -0.6 0.1 1.2
C 3.799310 1.394289 -4.814888 -1.0 -0.2 -1.3
O 3.927352 0.596880 -3.673816 1.5 -0.1 1.0
H 3.389013 1.210840 -6.834471 0.1 -0.5 -0.5
H 3.804529 -0.375446 -6.009805 -0.5 0.0 -0.4
H 5.070136 0.646293 -6.588610 0.1 0.5 0.4
H 2.733250 1.580169 -4.684258 -0.2 0.6 -1.1
H 4.312434 2.355481 -4.844875 0.3 0.1 0.7
H 4.865465 0.423422 -3.566820 0.2 -0.4 0.3
C -2.507819 5.258461 -1.230335 -0.4 0.5 0.4
C -1.789289 3.940089 -1.429191 -3.3 0.1 -1.6
O -0.726241 3.828289 -0.597043 2.6 -0.2 1.0
H -2.535046 5.479794 -0.163391 0.0 0.1 0.1
H -3.540596 5.294824 -1.576982 0.0 -0.4 -0.1
H -2.017469 6.083080 -1.747685 0.3 0.0 0.1
H -1.582203 3.889117 -2.498134 0.6 -0.5 -0.1
H -2.461398 3.114906 -1.193720 0.0 -0.1 0.0
H -0.190368 4.601018 -0.790233 0.4 0.1 0.3

---

Number 1: E_tot -3919.72819 hartree. Number 2: E_tot -984.03363 hartree. Number 3: E_tot -3301.86122 hartree. Number 4: E_tot -1516.16233 hartree.